# 1
# C3H16N2O4

4 unconnected molecules or ions with the total composition C3H16N2O4 (ωB97M-V/def2-TZVPD, the Open Molecules 2025 dataset).

Each line ends with the Löwdin charge.
Element x y z (Å)
N (1.01, 1.99, 0.08)  0.01
C (0.33, 0.78, 0.54)  -0.42
C (-1.15, 1.18, 0.64)  -0.20
O (-1.90, 0.21, -0.13)  -0.13
C (0.89, 0.19, 1.85)  -0.30
N (0.50, -1.19, 2.09)  -0.01
H (1.84, 1.88, -0.47)  0.00
H (0.96, 2.77, 0.71)  0.06
H (0.55, -0.03, -0.15)  0.09
H (-1.32, 2.17, 0.23)  0.10
H (-1.51, 1.06, 1.66)  0.11
H (-2.79, -0.02, 0.15)  0.07
H (0.51, 0.78, 2.71)  0.10
H (1.94, 0.39, 1.98)  0.09
H (-0.45, -1.39, 1.80)  0.04
H (1.10, -1.78, 1.51)  0.03
H (2.68, -0.74, -1.00)  -0.05
H (3.02, 0.66, -1.43)  -0.05
O (3.00, 0.11, -0.62)  -0.31
H (-0.80, -0.27, -3.71)  0.01
H (-1.34, -0.68, -2.35)  -0.01
O (-1.11, -1.04, -3.21)  -0.15
H (-1.44, -1.91, -0.48)  0.00
H (-2.28, -2.87, -1.57)  0.03
O (-2.26, -2.28, -0.82)  -0.10

Summary:
gap between HOMO and LUMO (alpha / beta): 2.63 / 8.38 eV
charge: -1
largest force on an atom: 0.047 Eh/bohr
energy above the lowest of the compared OMol25 structures with the same formula, charge and spin: 16.7 kJ/mol
E_HOMO (alpha / beta): 0.023 / -0.193 Eh
LUMO energy (alpha / beta): 3.3 / 3.1 eV
⟨S²⟩: 0.75
2S+1: 2



# 2
# C3H16NO3

4 unconnected molecules or ions with the total composition C3H16NO3 (ωB97M-V/def2-TZVPD, the Open Molecules 2025 dataset).

Each line ends with the Löwdin charge.
Element x y z (Å)
C (-1.74, -0.65, -2.15)  -0.05
C (-1.39, -0.13, -0.75)  -0.34
C (-1.76, -0.99, 0.48)  -0.05
N (0.14, 0.22, -0.79)  0.22
H (-0.94, -1.16, -2.61)  0.05
H (-2.61, -1.52, -2.02)  0.16
H (-2.17, 0.02, -2.84)  0.06
H (-2.13, 0.75, -0.60)  0.17
H (-2.76, -1.18, 0.61)  0.06
H (-1.54, -0.31, 1.30)  0.04
H (-1.08, -1.92, 0.52)  0.13
H (0.40, 1.00, -1.31)  0.12
H (0.68, 0.19, 0.10)  0.15
H (0.55, -0.58, -1.44)  0.21
H (-1.63, 0.70, 3.76)  0.04
H (-0.49, 0.76, 2.62)  0.03
O (-1.30, 1.12, 2.97)  -0.04
H (3.33, -1.37, 2.00)  0.08
H (3.90, -0.99, 0.52)  0.03
O (3.22, -0.82, 1.18)  -0.09
H (2.71, 2.88, -0.20)  0.00
H (3.72, 2.01, -1.00)  0.13
O (2.88, 1.98, -0.35)  -0.09

Summary:
gap between HOMO and LUMO: 11.43 eV
charge: +1
largest force on an atom: 0.100 Eh/bohr
energy above the lowest of the compared OMol25 structures with the same formula, charge and spin: 236.6 kJ/mol
E_HOMO: -0.537 Eh
LUMO energy: -3.2 eV



# 3
# C3H16NO4

5 unconnected molecules or ions with the total composition C3H16NO4 (ωB97M-V/def2-TZVPD, the Open Molecules 2025 dataset).

Each line ends with the Löwdin charge.
Element x y z (Å)
C (-0.69, -1.33, -2.17)  -0.03
C (0.01, -1.07, -0.87)  -0.35
C (0.71, -2.00, -0.24)  0.11
N (-0.10, 0.28, -0.36)  0.21
H (-1.70, -0.91, -2.23)  0.09
H (-0.83, -2.38, -2.33)  0.09
H (-0.14, -0.92, -3.02)  0.09
H (1.00, -1.88, 0.80)  0.07
H (0.99, -2.89, -0.76)  0.09
H (-1.08, 0.55, -0.10)  0.11
H (0.49, 0.46, 0.47)  0.11
H (0.21, 0.96, -1.07)  0.12
H (-3.57, 0.94, -0.53)  0.07
H (-3.03, 1.54, 0.78)  0.08
O (-2.80, 0.96, 0.04)  -0.03
H (1.70, 2.43, -2.69)  0.07
H (0.62, 1.84, -3.59)  0.06
O (1.00, 1.76, -2.70)  -0.04
H (0.44, -0.54, 4.99)  0.08
H (1.19, 0.68, 4.46)  0.06
O (0.43, 0.12, 4.28)  -0.04
H (1.10, 0.08, 2.64)  0.02
H (2.49, 0.70, 2.23)  0.06
O (1.56, 0.63, 1.97)  -0.07

Summary:
gap between HOMO and LUMO: 10.84 eV
charge: +1
largest force on an atom: 0.021 Eh/bohr
energy above the lowest of the compared OMol25 structures with the same formula, charge and spin: 24.4 kJ/mol
E_HOMO: -0.493 Eh
LUMO energy: -2.6 eV



# 4
# C3H16NO4

5 unconnected molecules or ions with the total composition C3H16NO4 (ωB97M-V/def2-TZVPD, the Open Molecules 2025 dataset).

Each line ends with the Löwdin charge.
Element x y z (Å)
C (-0.18, 2.18, -2.06)  -0.06
C (-0.33, 0.96, -1.20)  -0.13
C (0.57, 0.17, -0.66)  -0.17
N (0.32, -0.99, 0.16)  0.19
H (-0.87, 2.97, -1.77)  0.09
H (0.88, 2.44, -2.17)  0.09
H (-0.32, 1.95, -3.12)  0.09
H (-1.33, 0.87, -0.73)  0.11
H (1.45, 0.15, -1.28)  0.10
H (1.23, -1.06, 0.69)  0.16
H (-0.40, -0.80, 0.89)  0.12
H (0.12, -1.90, -0.26)  0.12
H (-3.22, -0.65, 2.30)  0.07
H (-2.70, 0.15, 1.13)  0.04
O (-2.43, -0.54, 1.75)  -0.05
H (0.28, 2.43, 1.56)  0.05
H (-0.55, 1.30, 2.56)  0.06
O (-0.27, 1.67, 1.71)  -0.05
H (3.28, 0.01, -0.84)  0.05
H (3.99, 0.04, 0.50)  0.07
O (3.12, -0.08, 0.10)  -0.05
H (-0.91, -3.89, 1.02)  0.07
H (-0.70, -3.98, -0.50)  0.07
O (-1.02, -3.39, 0.20)  -0.04

Summary:
gap between HOMO and LUMO: 10.68 eV
charge: +1
largest force on an atom: 0.073 Eh/bohr
energy above the lowest of the compared OMol25 structures with the same formula, charge and spin: 171.2 kJ/mol
E_HOMO: -0.493 Eh
LUMO energy: -2.7 eV



# 5
# C3H16NO4

5 unconnected molecules or ions with the total composition C3H16NO4 (ωB97M-V/def2-TZVPD, the Open Molecules 2025 dataset).

Each line ends with the Löwdin charge.
Element x y z (Å)
C (2.41, 1.05, -0.61)  0.04
C (1.30, 0.07, -0.75)  -0.11
C (1.03, -0.76, -1.82)  0.34
N (0.04, 0.34, 0.00)  0.22
H (2.12, 1.90, 0.01)  0.10
H (2.56, 1.55, -1.58)  0.14
H (3.29, 0.56, -0.16)  0.14
H (0.01, -1.02, -2.08)  0.12
H (1.82, -0.99, -2.53)  0.14
H (-0.34, 1.26, -0.33)  0.14
H (-0.71, -0.39, -0.01)  0.13
H (0.25, 0.35, 1.01)  0.15
H (0.13, 3.52, -0.84)  0.06
H (-0.68, 3.83, 0.29)  0.09
O (-0.49, 3.07, -0.28)  -0.01
H (1.78, 1.01, 3.21)  0.08
H (2.52, 0.17, 2.12)  0.05
O (1.73, 0.62, 2.34)  -0.01
H (-4.10, -3.13, 1.14)  0.07
H (-4.45, -2.09, 0.15)  0.08
O (-3.73, -2.34, 0.75)  -0.03
H (-2.09, -2.30, -0.03)  0.02
H (-0.69, -2.86, -0.30)  0.09
O (-1.22, -2.06, -0.41)  -0.05

Summary:
gap between HOMO and LUMO (alpha / beta): 8.39 / 4.81 eV
charge: +2
largest force on an atom: 0.063 Eh/bohr
energy above the lowest of the compared OMol25 structures with the same formula, charge and spin: 40.2 kJ/mol
E_HOMO (alpha / beta): -0.658 / -0.658 Eh
LUMO energy (alpha / beta): -9.5 / -13.1 eV
⟨S²⟩: 0.75
2S+1: 2



# 6
# C3H16O4S

5 unconnected molecules or ions with the total composition C3H16O4S (ωB97M-V/def2-TZVPD, the Open Molecules 2025 dataset).

Each line ends with the Löwdin charge.
Element x y z (Å)
C (0.26, 1.88, -1.95)  -0.17
C (1.68, 1.41, -1.61)  -0.54
S (2.05, 1.69, 0.15)  0.79
C (1.43, 0.10, 0.82)  -0.43
H (-0.54, 1.22, -1.60)  0.05
H (0.05, 2.85, -1.48)  0.06
H (0.15, 1.90, -3.03)  0.07
H (1.70, 0.35, -1.86)  0.07
H (2.35, 2.01, -2.21)  0.06
H (0.61, -0.11, 0.13)  0.01
H (1.36, 0.28, 1.88)  0.03
H (2.15, -0.68, 0.72)  0.02
O (-1.92, -3.47, -0.28)  -0.06
H (-1.60, -3.08, 0.54)  -0.01
H (-1.11, -3.91, -0.58)  0.04
O (-1.35, 0.97, 1.18)  -0.05
H (-1.12, 0.73, 2.08)  0.05
H (-1.70, 1.86, 1.26)  0.07
O (-0.31, -2.60, 2.01)  -0.04
H (0.10, -1.90, 1.49)  0.01
H (0.43, -3.10, 2.37)  0.06
O (-2.69, -0.63, -0.89)  -0.07
H (-2.09, -0.36, -0.19)  -0.03
H (-2.97, -1.55, -0.77)  0.01

Summary:
gap between HOMO and LUMO: 8.76 eV
charge: 0
largest force on an atom: 0.035 Eh/bohr
energy above the lowest of the compared OMol25 structures with the same formula, charge and spin: 115.8 kJ/mol
SMILES: CCSC.O.O.O.O
E_HOMO: -0.315 Eh
LUMO energy: 0.2 eV